Molecular formula: C32H37N9O3S2SeV
Method: DFT, ωB97M-V/def2-TZVPD

Values from the calculation:
HOMO (spin up / spin down)   -1.356 / -1.689 eV
⟨S²⟩   3.77
Kohn-Sham gap (spin up / spin down)   5.495 / 5.806 eV

```
! RIJCOSX wB97M-V def2-TZVPD def2/J DEFGRID3
* xyz -2 4
V -0.04 -2.49 -0.63
N 2.03 -2.51 -3.19
C 1.13 -2.03 -4.24
C 1.57 -0.69 -4.85
C 1.10 0.57 -4.12
C 1.71 0.78 -2.74
N 1.08 -0.11 -1.76
H 1.96 -1.90 -2.38
H 1.72 -3.41 -2.84
H 0.10 -1.91 -3.89
H 1.10 -2.77 -5.03
H 1.19 -0.64 -5.88
H 2.66 -0.70 -4.90
H 0.01 0.57 -4.01
H 1.35 1.44 -4.73
H 1.59 1.83 -2.45
H 2.78 0.56 -2.77
H 0.11 0.18 -1.65
H 1.50 0.03 -0.85
S -0.72 -4.19 0.87
C -2.30 -3.60 1.31
C -2.93 -4.20 2.48
N -3.39 -4.70 3.41
C -2.97 -2.65 0.62
S -2.33 -1.85 -0.81
C -4.32 -2.28 1.03
N -5.39 -2.01 1.34
O 0.24 -1.10 0.95
C 1.49 -1.21 1.69
C 2.47 -2.07 0.80
O 3.64 -2.17 1.14
O 1.92 -2.62 -0.23
C 2.08 0.17 2.03
C 3.38 0.30 2.51
C 3.90 1.54 2.83
C 3.14 2.70 2.69
C 1.83 2.58 2.24
C 1.30 1.33 1.93
C 1.17 -1.94 3.01
C 2.15 -2.65 3.71
C 1.83 -3.28 4.91
C 0.54 -3.22 5.42
C -0.44 -2.51 4.72
C -0.11 -1.87 3.53
H -0.08 -0.19 0.82
H 4.00 -0.59 2.62
H 4.93 1.61 3.19
H 3.55 3.67 2.91
H 1.20 3.45 2.11
H 0.27 1.31 1.59
H 3.15 -2.72 3.30
H 2.60 -3.84 5.44
H 0.28 -3.73 6.34
H -1.46 -2.48 5.08
H -0.89 -1.35 2.97
N 0.50 -6.71 -3.58
N 0.07 -5.43 -3.26
N -0.88 -4.83 -3.93
C -1.03 -3.73 -3.24
N -0.16 -3.69 -2.17
N 0.52 -4.81 -2.22
H 0.06 -7.33 -2.92
H 1.50 -6.72 -3.42
H -1.75 -2.96 -3.44
C -2.88 7.88 0.52
C -2.56 6.42 0.26
C -2.31 5.94 -1.02
C -2.00 4.60 -1.27
C -1.76 4.17 -2.69
C -1.92 3.67 -0.21
Se -1.47 1.83 -0.52
C -2.20 4.15 1.10
C -2.17 3.23 2.29
C -2.50 5.50 1.30
H -2.89 8.44 -0.42
H -2.13 8.34 1.17
H -3.85 8.00 1.00
H -2.36 6.63 -1.86
H -1.90 5.01 -3.38
H -2.43 3.35 -2.97
H -0.75 3.77 -2.81
H -2.63 2.27 2.05
H -2.68 3.69 3.14
H -1.14 3.00 2.59
H -2.70 5.84 2.32
*
```


Molecular formula: C32H38BFMoN11O3
Method: DFT, ωB97M-V/def2-TZVPD

Values from the calculation:
HOMO (spin up / spin down)   -17.640 / -17.644 eV
⟨S²⟩   0.76
Kohn-Sham gap (spin up / spin down)   4.648 / 4.933 eV

```
! RIJCOSX wB97M-V def2-TZVPD def2/J DEFGRID3
* xyz 4 2
Mo -0.28 2.42 0.90
C -1.62 4.12 3.84
C -2.13 4.49 2.48
C -3.11 5.39 2.10
C -3.20 5.31 0.72
N -2.31 4.42 0.27
N -1.63 3.92 1.35
B -1.82 3.95 -1.13
N -1.69 2.28 -0.89
C -2.07 1.42 -1.91
C -2.72 0.35 -1.38
C -2.67 0.50 0.03
C -3.22 -0.36 1.10
N -2.07 1.66 0.28
N -0.35 4.34 -1.29
C 0.27 5.29 -1.98
C 1.52 5.52 -1.41
C 1.63 4.69 -0.32
C 2.76 4.68 0.65
N 0.46 3.94 -0.24
N -2.65 4.27 -2.27
C -4.01 4.17 -2.40
C -4.33 4.44 -3.69
C -3.09 4.70 -4.33
C -2.86 5.08 -5.77
N -2.08 4.59 -3.50
H -2.11 4.73 4.60
H -0.55 4.29 3.92
H -1.84 3.08 4.06
H -3.69 6.02 2.75
H -3.83 5.85 0.03
H -1.93 1.72 -2.94
H -3.18 -0.46 -1.92
H -3.26 -1.41 0.80
H -4.26 -0.05 1.28
H -2.67 -0.25 2.03
H -0.22 5.73 -2.83
H 2.25 6.24 -1.73
H 3.56 4.02 0.31
H 2.47 4.39 1.65
H 3.17 5.69 0.70
H -4.64 3.91 -1.56
H -5.31 4.47 -4.14
H -3.79 5.01 -6.33
H -2.12 4.44 -6.23
H -2.51 6.11 -5.84
C 5.27 -3.00 0.31
C 4.61 -2.76 1.65
N 3.34 -1.97 1.52
C 3.40 -0.68 1.74
C 2.30 0.17 1.58
C 2.53 1.57 1.90
O 3.49 2.09 2.34
O 1.37 2.36 1.64
C 1.08 -0.34 1.15
O -0.02 0.39 1.00
C 1.01 -1.75 0.92
C -0.19 -2.38 0.53
C -0.24 -3.73 0.35
F -1.42 -4.27 0.06
C 0.90 -4.58 0.53
C 2.07 -3.94 0.90
C 2.15 -2.56 1.11
N 0.86 -5.95 0.36
C -0.19 -6.63 -0.40
C 0.34 -7.91 -1.02
N 0.89 -8.81 0.05
C 1.99 -8.11 0.80
C 1.45 -6.81 1.39
H 6.19 -3.56 0.47
H 5.53 -2.06 -0.17
H 4.63 -3.57 -0.37
H 5.25 -2.19 2.32
H 4.36 -3.68 2.18
H 4.34 -0.27 2.08
H -1.09 -1.81 0.41
H 2.97 -4.54 1.00
H -0.53 -6.01 -1.22
H -1.07 -6.85 0.23
H 1.16 -7.71 -1.70
H -0.45 -8.45 -1.55
H 1.23 -9.68 -0.35
H 0.14 -9.07 0.70
H 2.78 -7.93 0.09
H 2.35 -8.77 1.59
H 2.27 -6.32 1.89
H 0.70 -7.04 2.16
*
```


| no. | E_tot (Ha) |
| --- | --- |
| 1 | -6102.0367 |
| 2 | -2261.9148 |